Record 1
13
Properties=species:S:1:pos:R:3:forces:R:3 method="wB97M-V/def2-TZVPD" mol_weight_g_mol=88.17 de_lowest_kcal_mol=53.7 e_lumo_ev=0.026 spin_multiplicity=1 homo_ev=-8.92
C -0.311 -1.440 0.266 1.2 -1.4 -0.4
C -0.416 -0.961 -1.188 0.9 0.6 0.5
C 0.227 -0.125 -0.103 2.3 -1.4 -0.3
C -0.072 1.185 0.404 -0.2 4.7 0.1
S 2.564 -0.043 0.046 -3.1 -0.3 -0.8
H -1.152 -1.566 0.936 -0.2 0.3 -0.2
H 0.426 -2.281 0.335 -0.7 1.0 0.3
H 0.382 -1.380 -1.832 -1.2 0.0 0.0
H -1.404 -0.640 -1.567 0.9 -0.1 0.0
H 0.521 2.032 -0.207 -1.7 -1.9 0.9
H 0.442 1.318 1.354 -0.4 -0.2 0.4
H -1.181 1.566 0.551 1.9 -1.2 -0.6
H 2.492 0.628 -1.117 0.3 0.0 0.1



Record 2
13
Properties=species:S:1:pos:R:3:forces:R:3 method="wB97M-V/def2-TZVPD" mol_weight_g_mol=88.17 de_lowest_kcal_mol=54.1 e_lumo_ev=0.926 smiles="C=C1CC1.S" spin_multiplicity=1 homo_ev=-9.62
C 0.730 -1.294 -1.154 1.0 0.5 -1.5
C -0.672 -1.959 -0.993 1.8 1.3 0.8
C -0.236 -0.707 -0.289 -2.0 0.3 2.2
C -0.676 0.279 0.511 2.9 -1.0 -1.2
S 1.038 3.753 1.758 1.7 -1.9 -1.8
H 1.644 -1.839 -0.853 -0.7 0.4 0.0
H 0.883 -0.558 -1.995 0.0 -1.4 0.4
H -1.369 -1.940 -1.759 -1.1 0.4 -1.5
H -0.705 -2.895 -0.476 0.3 -0.2 0.6
H -1.645 0.315 0.858 -2.1 -0.1 0.6
H 1.075 2.412 1.192 0.4 2.3 0.7
H -0.006 1.049 0.911 -0.3 -0.4 -0.5
H -0.060 3.385 2.288 -1.9 -0.3 1.1



Calculated frontier orbital gap, 8.9; 10.5 eV (same order as the records).